# 1
This record from OMol25 describes the molecule C4H7NO in a non-equilibrium geometry. The level of theory is ωB97M-V/def2-TZVPD.

Last column: Löwdin charge in e.
Cartesian coordinates (Å):
1 C 1.895776 0.288521 0.242309  -0.09
2 O 0.700158 -0.392169 0.579924  -0.15
3 C -0.369186 -0.158810 -0.295132  -0.42
4 C -1.574276 -0.936441 0.212648  -0.03
5 C -0.691060 1.291624 -0.405518  -0.17
6 N -0.921679 2.419402 -0.515331  0.16
7 H 1.931609 1.279092 0.714212  0.09
8 H 1.995405 0.410756 -0.846269  0.09
9 H 2.728471 -0.318736 0.605812  0.09
10 H -0.103080 -0.494713 -1.311886  0.15
11 H -1.308829 -1.994061 0.283200  0.09
12 H -1.860858 -0.574632 1.203177  0.09
13 H -2.422452 -0.819827 -0.467149  0.09

Atomic forces in eV per Å
C 0.256 0.114 -0.086
O -0.041 -0.040 0.037
C -0.164 -0.020 -0.117
C -0.049 -0.022 0.017
C -0.125 0.931 -0.103
N 0.200 -1.052 0.135
H -0.038 -0.145 -0.122
H -0.008 -0.053 0.181
H -0.134 0.122 -0.016
H -0.037 0.083 0.141
H -0.032 0.144 -0.022
H 0.047 -0.051 -0.128
H 0.124 -0.011 0.082

## Properties
Calculated total energy: -286.57629 hartree
SMILES: CO[C@@H](C)C#N
Energy above the lowest of the compared OMol25 structures with the same formula, charge and spin: 1.506 eV
E_HOMO: -10.8 eV

---

# 2
This record from OMol25 describes a cluster of 2 separate species, C4H7NO in total in a non-equilibrium geometry. The level of theory is ωB97M-V/def2-TZVPD.

Last column: Löwdin charge in e.
Cartesian coordinates (Å):
1 C -0.537856 -0.490289 -0.355156  -0.12
2 C 0.566469 -0.257666 0.514540  -0.57
3 C -2.494697 0.548448 -0.953327  0.12
4 C 1.953591 -0.057495 0.028008  -0.06
5 N -0.016818 -1.583856 -0.145283  0.19
6 O 0.329037 0.081301 1.840713  -0.01
7 H -3.094045 -0.071555 -1.507583  -0.03
8 H -1.789671 1.375501 -1.366638  0.05
9 H -2.784321 0.721910 0.078150  0.01
10 H 2.428545 0.938722 0.344373  0.10
11 H 1.745410 0.105516 -1.077831  0.10
12 H 2.801542 -0.722704 0.211952  0.08
13 H 0.892814 -0.587833 2.388082  0.16

Atomic forces in eV per Å
C -3.698 1.696 -1.005
C 1.083 -0.459 0.713
C 6.125 1.630 2.077
C 0.950 3.357 -2.001
N -0.312 -0.330 0.734
O 1.225 -2.611 1.085
H -1.008 -1.304 -1.582
H -2.079 -1.515 0.343
H -0.071 0.033 -0.172
H -1.099 -1.016 -0.155
H 1.143 -0.562 1.046
H -0.826 -0.793 0.030
H -1.435 1.874 -1.113

## Properties
Calculated total energy: -286.40592 hartree
Energy above the lowest of the compared OMol25 structures with the same formula, charge and spin: 6.142 eV
E_HOMO (spin up / spin down): -8.4 / -8.4 eV

---

# 3
This record from OMol25 describes the molecule C4H7NO in a non-equilibrium geometry. The level of theory is ωB97M-V/def2-TZVPD.

Last column: Löwdin charge in e.
Cartesian coordinates (Å):
1 C -1.122755 -0.632259 0.115794  -0.18
2 O 0.014542 -1.358913 -0.309705  -0.14
3 C 1.172617 -0.670095 0.175004  -0.14
4 C 0.745361 0.797404 0.162437  -0.22
5 N 0.115142 1.244427 -1.082010  0.09
6 C -0.737758 0.802313 -0.012701  -0.29
7 H -1.386999 -0.869661 1.164625  0.13
8 H -1.957967 -0.869004 -0.531192  0.12
9 H 1.434437 -0.976933 1.196814  0.12
10 H 2.000707 -0.986999 -0.484113  0.13
11 H 0.738025 1.441030 1.003441  0.12
12 H 0.137419 0.463102 -1.735872  0.11
13 H -1.370882 1.592405 0.396134  0.14

Atomic forces in eV per Å
C -0.492 -0.245 -0.316
O -0.059 -0.298 0.016
C -0.178 0.298 0.238
C -0.740 -0.809 -0.069
N -0.102 0.083 -0.221
C -0.710 -0.135 0.171
H 0.039 0.151 -0.299
H -0.188 -0.539 -0.131
H -0.148 -0.008 -0.026
H -0.311 0.561 0.210
H 2.130 1.158 0.312
H 0.536 0.161 -0.142
H 0.223 -0.379 0.257

## Properties
Calculated total energy: -286.52535 hartree
SMILES: C1OC[C@H]2N[C@@H]12
Energy above the lowest of the compared OMol25 structures with the same formula, charge and spin: 2.892 eV
E_HOMO: -9.3 eV

---

# 4
This record from OMol25 describes the molecule C4H7NO in a non-equilibrium geometry. The level of theory is ωB97M-V/def2-TZVPD.

Last column: Löwdin charge in e.
Cartesian coordinates (Å):
1 H -1.335903 1.037748 -0.492831  0.07
2 N -1.281636 0.448101 -1.326596  0.11
3 C -0.115113 0.533090 -1.814176  -0.36
4 O 0.942627 1.060825 -1.158975  -0.08
5 C 0.976337 0.388960 0.239050  -0.12
6 C -0.006706 -0.706829 0.393470  -0.25
7 C -0.568149 -0.757996 1.593693  0.02
8 H 0.118943 -0.004630 -2.739064  0.13
9 H 1.972078 -0.061751 0.374824  0.13
10 H 0.817602 1.172813 0.987644  0.12
11 H 0.055495 -1.569907 -0.267013  0.12
12 H -0.713146 0.154353 2.171278  0.07
13 H -0.862429 -1.694777 2.038695  0.06

Atomic forces in eV per Å
H -0.144 -0.289 -0.031
N -0.154 0.921 -0.996
C -0.593 -0.367 0.037
O 0.281 -1.163 1.426
C 0.154 1.077 -1.500
C 0.996 -0.493 1.183
C -0.319 -0.285 0.167
H 0.084 0.373 0.030
H -0.174 0.519 -0.358
H 0.100 -0.105 -0.274
H 0.070 0.106 0.282
H 0.368 -0.275 0.132
H -0.668 -0.019 -0.096

## Properties
Calculated total energy: -286.51833 hartree
SMILES: [H]/N=C\OCC=C
Energy above the lowest of the compared OMol25 structures with the same formula, charge and spin: 3.083 eV
E_HOMO: -9.7 eV

---

# 5
This record from OMol25 describes a structure of composition C4H7NO in a non-equilibrium geometry. The level of theory is ωB97M-V/def2-TZVPD.

Last column: Löwdin charge in e.
Cartesian coordinates (Å):
1 C -0.417771 -1.316258 -1.087862  -0.10
2 C 0.437315 -0.890648 1.059626  -0.07
3 O 1.525388 -1.197812 1.176729  0.11
4 C -0.426923 0.821263 0.396095  -0.43
5 C 0.275285 1.846844 0.903572  -0.01
6 N -0.149670 0.291110 -0.886799  -0.05
7 H -0.237198 -1.318660 -2.145387  0.05
8 H -1.480843 -1.495233 -0.885110  0.07
9 H 0.106626 -2.250817 -0.710858  0.08
10 H -1.442220 0.628445 0.729757  0.12
11 H 1.330310 1.991837 0.676773  0.06
12 H -0.215648 2.586706 1.522272  0.05
13 H 0.823000 0.534073 -1.110728  0.11

Atomic forces in eV per Å
C -0.258 1.388 -0.935
C 0.880 -1.981 2.291
O 0.125 0.379 -0.080
C -0.890 1.904 -1.184
C -0.048 0.085 0.038
N 0.512 -3.033 0.602
H -0.310 -0.372 -0.718
H 0.272 0.364 -0.122
H 0.100 1.766 0.204
H 0.089 0.072 -0.021
H -0.257 0.105 -0.246
H 0.192 -0.311 0.397
H -0.409 -0.366 -0.225

## Properties
Calculated total energy: -286.47958 hartree
Energy above the lowest of the compared OMol25 structures with the same formula, charge and spin: 4.138 eV
E_HOMO: -8.5 eV

---

# 6
This record from OMol25 describes the molecule C4H7NO. The level of theory is ωB97M-V/def2-TZVPD.

Last column: Löwdin charge in e.
Cartesian coordinates (Å):
1 C 0.419070 2.002785 0.027903  -0.09
2 N 0.986398 1.156650 -0.721343  -0.03
3 C 1.225185 -0.127132 -0.101575  -0.27
4 C 0.006325 -0.935509 -0.457780  -0.10
5 C -1.192713 -0.661500 0.066710  -0.20
6 O -2.125565 -1.632321 0.258009  0.00
7 H 0.328054 1.874434 1.116738  0.08
8 H -0.042918 2.876642 -0.423789  0.07
9 H 1.294841 -0.077402 1.002176  0.11
10 H 2.135723 -0.620637 -0.457681  0.11
11 H 0.095151 -1.761229 -1.158541  0.11
12 H -1.543478 0.317376 0.402643  0.12
13 H -1.586078 -2.412159 0.446533  0.10

Atomic forces in eV per Å
C 0.150 0.137 -0.163
N -0.188 0.441 0.233
C 0.074 -0.007 -0.040
C -0.179 -0.184 0.186
C 0.328 -0.012 -0.034
O -0.166 -0.232 -0.209
H -0.099 -0.052 -0.142
H 0.292 0.226 0.094
H 0.080 0.183 -0.304
H -0.194 0.265 -0.162
H 0.092 -0.401 0.574
H 0.346 -0.242 0.218
H -0.535 -0.124 -0.251

## Properties
Calculated total energy: -286.52331 hartree
SMILES: C=NC/C=C/O
Energy above the lowest of the compared OMol25 structures with the same formula, charge and spin: 2.948 eV
E_HOMO: -8.8 eV

---

# 7
This record from OMol25 describes a cluster of 2 separate species, C4H7NO in total in a non-equilibrium geometry. The level of theory is ωB97M-V/def2-TZVPD.

Last column: Löwdin charge in e.
Cartesian coordinates (Å):
1 N -2.950512 1.321342 -0.931977  0.13
2 C -1.968210 0.805530 -0.599077  -0.20
3 C -0.742592 0.166902 -0.180292  -0.29
4 C 0.558892 0.565910 -0.837700  -0.11
5 C -0.036468 -0.770280 -1.131618  -0.11
6 H -0.692618 -0.089944 0.872885  0.11
7 H 1.424785 0.599552 -0.184927  0.09
8 H 0.513643 1.327698 -1.609722  0.11
9 H 0.422396 -1.644804 -0.681833  0.10
10 H -0.490839 -0.929566 -2.104475  0.11
11 O 1.285684 -0.488221 2.073927  -0.05
12 H 1.519836 -1.172234 2.712035  0.05
13 H 1.155998 0.308115 2.602776  0.05

Atomic forces in eV per Å
N 0.948 -0.497 0.308
C -0.792 0.421 -0.277
C -0.094 0.005 0.127
C 0.139 0.133 -0.039
C -0.006 -0.163 -0.096
H -0.075 0.062 -0.220
H -0.160 0.008 -0.135
H -0.017 -0.134 0.131
H -0.074 0.149 -0.072
H 0.065 0.045 0.171
O 0.038 -0.021 0.219
H -0.013 0.068 -0.075
H 0.042 -0.077 -0.042

## Properties
Calculated total energy: -286.56931 hartree
SMILES: N#CC1CC1.O
Energy above the lowest of the compared OMol25 structures with the same formula, charge and spin: 1.696 eV
E_HOMO: -10.5 eV

---

# 8
This record from OMol25 describes the molecule C4H7NO in a non-equilibrium geometry. The level of theory is ωB97M-V/def2-TZVPD.

Last column: Löwdin charge in e.
Cartesian coordinates (Å):
1 N -1.705535 1.976130 0.584871  0.15
2 C -1.427913 0.852446 0.574562  -0.23
3 C -1.011503 -0.556047 0.520753  -0.19
4 C -0.046115 -0.774054 -0.639111  -0.18
5 C 1.247397 0.097589 -0.422202  -0.24
6 O 1.346269 0.809745 0.801572  -0.08
7 H -0.475488 -0.778553 1.444705  0.12
8 H -1.900549 -1.188173 0.455276  0.12
9 H 0.217286 -1.833233 -0.729695  0.11
10 H -0.559692 -0.517816 -1.583001  0.11
11 H 2.148026 -0.527010 -0.436200  0.12
12 H 1.190799 0.739601 -1.290762  0.11
13 H 0.977015 1.699380 0.719229  0.08

Atomic forces in eV per Å
N 0.228 -1.097 -0.038
C -0.312 0.901 0.069
C -0.053 -0.059 0.150
C 0.118 -0.026 0.158
C -0.380 -0.447 -0.458
O -0.208 0.055 -0.131
H -0.246 0.020 0.095
H 0.105 0.061 -0.013
H -0.092 0.123 0.255
H 0.377 0.078 0.353
H -0.298 0.097 -0.326
H 0.801 0.588 -0.034
H -0.039 -0.294 -0.082

## Properties
Calculated total energy: -286.58294 hartree
SMILES: N#CCCCO
Energy above the lowest of the compared OMol25 structures with the same formula, charge and spin: 1.325 eV
E_HOMO: -10.6 eV

---

# 9
This record from OMol25 describes the molecule C4H7NO. The level of theory is ωB97M-V/def2-TZVPD.

Last column: Löwdin charge in e.
Cartesian coordinates (Å):
1 O 2.337178 -0.778903 -0.912360  0.01
2 C 1.160493 -0.604578 -0.689984  -0.44
3 C -0.119271 -0.968303 -0.942332  -0.10
4 C -1.189094 -0.084117 -0.368952  -0.21
5 C -0.510188 0.485337 0.881631  -0.17
6 N 0.916633 0.627511 0.488351  0.08
7 H -0.319153 -1.852242 -1.528622  0.09
8 H -1.504084 0.729970 -1.045228  0.10
9 H -2.103082 -0.626922 -0.100489  0.11
10 H -0.557706 -0.268593 1.672492  0.13
11 H -0.902777 1.432734 1.257032  0.11
12 H 1.589268 0.392793 1.212669  0.14
13 H 1.201782 1.515308 0.075792  0.15

Atomic forces in eV per Å
O -0.319 -0.086 0.032
C 0.087 -0.187 -0.050
C 0.147 -0.086 -0.122
C -0.022 0.027 0.070
C 0.191 0.145 0.025
N 0.012 -0.025 0.160
H -0.014 0.166 -0.178
H 0.105 -0.158 0.109
H 0.192 0.073 0.042
H 0.115 0.205 -0.075
H -0.065 -0.082 -0.097
H -0.117 0.077 -0.008
H -0.313 -0.068 0.091

## Properties
Calculated total energy: -286.56429 hartree
SMILES: [O-]C1=CCC[NH2+]1
Energy above the lowest of the compared OMol25 structures with the same formula, charge and spin: 1.833 eV
E_HOMO: -7.5 eV

---

# 10
This record from OMol25 describes the molecule C4H7NO. The level of theory is ωB97M-V/def2-TZVPD.

Last column: Löwdin charge in e.
Cartesian coordinates (Å):
1 C 0.982667 1.208697 0.241199  -0.07
2 C 0.566872 -0.256621 0.244599  -0.38
3 C -0.883597 -0.436372 0.747828  -0.12
4 O -1.625887 -0.750907 -0.446678  -0.05
5 C -0.692345 -0.921007 -1.410746  -0.23
6 N 0.530579 -0.737958 -1.145928  0.09
7 H 1.928218 1.340212 -0.290880  0.08
8 H 1.083445 1.598497 1.259896  0.08
9 H 0.213700 1.791524 -0.279575  0.09
10 H 1.278366 -0.861120 0.818372  0.13
11 H -1.297520 0.482942 1.173230  0.12
12 H -1.013097 -1.254506 1.463310  0.12
13 H -1.089578 -1.199297 -2.382060  0.13

Atomic forces in eV per Å
C 0.040 0.080 0.001
C 0.060 0.100 0.211
C 0.084 0.035 0.197
O -0.045 0.001 -0.080
C 0.247 -0.050 -0.169
N -0.444 -0.076 -0.071
H -0.094 -0.021 0.104
H -0.003 -0.062 -0.125
H 0.145 -0.020 0.066
H -0.123 0.116 -0.083
H 0.049 -0.147 -0.043
H 0.045 0.071 -0.142
H 0.039 -0.028 0.135

## Properties
Calculated total energy: -286.59432 hartree
SMILES: C[C@H]1COC=N1
Energy above the lowest of the compared OMol25 structures with the same formula, charge and spin: 1.016 eV
E_HOMO: -9.6 eV

---

# 11
This record from OMol25 describes the molecule C4H7NO in a non-equilibrium geometry. The level of theory is ωB97M-V/def2-TZVPD.

Last column: Löwdin charge in e.
Cartesian coordinates (Å):
1 C 2.143313 0.339879 -0.070531  -0.11
2 O 1.030611 -0.517674 -0.139155  -0.19
3 C -0.177927 0.187314 -0.238582  -0.25
4 C -1.293403 -0.797701 0.108032  -0.15
5 C -2.559609 -0.108716 0.360671  -0.23
6 N -3.539676 0.463506 0.582312  0.14
7 H 2.246502 0.952190 -0.979106  0.09
8 H 2.062288 1.010181 0.799034  0.09
9 H 3.028035 -0.290167 0.039545  0.09
10 H -0.197003 1.034706 0.464035  0.13
11 H -0.322833 0.601440 -1.249198  0.13
12 H -0.996474 -1.339435 1.012554  0.13
13 H -1.423824 -1.535523 -0.689606  0.13

Atomic forces in eV per Å
C 0.268 0.143 0.009
O -0.073 -0.057 -0.025
C -0.206 0.166 -0.013
C 0.052 -0.080 0.035
C -0.849 0.475 0.182
N 0.920 -0.545 -0.247
H -0.030 -0.103 0.119
H 0.059 -0.088 -0.142
H -0.100 0.122 -0.022
H 0.013 -0.149 -0.023
H 0.047 -0.078 0.130
H -0.102 0.079 -0.107
H 0.000 0.115 0.104

## Properties
Calculated total energy: -286.57707 hartree
SMILES: COCCC#N
Energy above the lowest of the compared OMol25 structures with the same formula, charge and spin: 1.485 eV
E_HOMO: -10.5 eV

---

# 12
This record from OMol25 describes a cluster of 2 separate species, C4H7NO in total in a non-equilibrium geometry. The level of theory is ωB97M-V/def2-TZVPD.

Last column: Löwdin charge in e.
Cartesian coordinates (Å):
1 C -0.530605 1.036970 0.580357  -0.27
2 C 1.421221 0.375697 -0.996283  -0.06
3 C 0.463360 0.263522 0.025592  -0.39
4 C -0.567897 -1.703337 0.279673  0.07
5 N -1.419963 1.618986 -0.104494  0.13
6 O 1.766052 0.020013 0.373815  -0.01
7 H -0.488786 0.668201 1.660377  0.15
8 H 1.689992 -0.403416 -1.686319  0.11
9 H 1.669906 1.458567 -1.309980  0.15
10 H -1.394390 -1.444002 -0.486296  0.06
11 H -0.690594 -1.676194 1.352960  0.01
12 H 0.149621 -2.484086 0.017410  0.02
13 H -2.067923 2.269079 0.293190  0.04

Atomic forces in eV per Å
C -1.913 -0.136 2.910
C 1.404 2.013 -1.250
C -0.185 -6.040 -1.491
C 0.584 3.219 -2.014
N 1.242 0.619 -1.072
O 0.253 1.266 0.571
H -0.723 1.793 -0.244
H -0.321 -0.106 -0.341
H -0.096 -1.854 0.486
H 1.189 -0.888 1.834
H -0.731 0.130 -0.045
H -0.132 0.393 -0.356
H -0.571 -0.407 1.011

## Properties
Calculated total energy: -286.41394 hartree
Energy above the lowest of the compared OMol25 structures with the same formula, charge and spin: 5.924 eV
E_HOMO: -8.5 eV